C6H6N2O2 | ωB97M-V/def2-TZVPD

Geometry as XYZ:
```
16
Properties=species:S:1:pos:R:3:forces:R:3:lowdin_charge:R:1
C -4.57679 1.35149 -1.43531 0.5 -0.3 0.4 -0.028
N 2.39901 -1.65138 0.15030 -3.1 -1.5 -0.8 0.189
N 0.21448 -0.78322 0.48889 -2.7 -0.8 -0.3 0.050
H 2.62886 1.61627 0.79769 -1.1 -1.5 1.3 0.130
H -0.85671 -0.99779 0.76560 3.6 0.7 -1.3 0.216
C -4.83512 2.47096 -1.76948 -0.5 1.1 -0.6 -0.025
C 2.06030 0.65028 1.08255 -0.8 -0.2 -4.5 0.021
H -4.22079 0.39768 -1.08088 -0.4 0.4 -0.2 0.017
O 4.10914 -0.53153 1.00753 2.2 -0.5 0.2 0.081
C 0.95721 -1.93959 0.07542 1.0 1.6 2.3 -0.431
C 0.74466 0.52002 0.60626 0.8 0.7 2.6 -0.110
H -5.11095 3.46934 -2.14542 0.3 -1.2 0.5 0.036
C 2.95075 -0.58767 0.74779 -1.8 3.8 1.8 -0.536
H 3.06581 -2.39384 0.17156 0.0 -1.0 -0.5 0.151
H 0.01443 1.42859 0.61186 1.3 -2.0 -0.3 0.142
O 0.45571 -3.01962 -0.07436 0.5 0.6 -0.5 0.098
```
Positions in Å, forces in eV/Å.

SMILES: O=c1cc[nH]c(=O)[nH]1.C#C
E, eV: -13391.3672
Energy above the lowest of the compared OMol25 structures with the same formula, charge and spin, eV: 3.2594
LUMO, eV: 0.19